A 2-piece molecular cluster, C2H2NO2S overall. Source: OMol25; level of theory: ωB97M-V/def2-TZVPD.

As for the total charge: -1. The total energy comes out at -680.67183 a.u. The highest occupied orbital energy (spin up / spin down) is -2.799 / -2.795 eV. The energy above the lowest of the compared OMol25 structures with the same formula, charge and spin is 147.72 kcal/mol. For the HOMO-LUMO gap (spin up / spin down), the calculation gives 6.6 / 6.5 eV. The multiplicity is 1.

Geometry (Å):
N1 0.8467 1.8540 0.6378
S1 0.8526 -0.9823 -0.6018
O1 2.1717 -1.4587 -0.0293
C1 0.5326 0.6934 -0.3140
H1 -1.4392 -2.5455 0.4286
C2 -0.2645 1.7424 0.0340
H2 -1.0647 2.3242 -0.3886
O2 -1.6352 -1.6275 0.2333

Cartesian forces, eV/Å:
N -0.3036 -0.6263 -0.3024
S 0.0914 2.4251 1.0359
O -1.2886 0.7028 -0.4316
C 2.0234 -3.5121 0.1599
H -0.0455 -0.3000 0.0735
C -0.2456 0.6712 -1.1628
H -0.5454 0.2420 0.8069
O 0.3137 0.3971 -0.1794